{
  "formula": "C36H68N2O4PS2",
  "method": "wB97M-V/def2-TZVPD",
  "symbols": ["C", "C", "C", "C", "C", "C", "C", "C", "N", "C", "C", "C", "C", "C", "C", "C", "C", "C", "S", "S", "C", "C", "C", "C", "C", "N", "P", "C", "C", "C", "C", "C", "C", "H", "H", "H", "H", "H", "H", "H", "H", "H", "H", "H", "H", "H", "H", "H", "H", "H", "H", "H", "H", "H", "H", "H", "H", "H", "H", "H", "H", "H", "H", "H", "H", "H", "H", "H", "H", "H", "H", "H", "H", "H", "H", "H", "H", "H", "H", "H", "H", "H", "H", "H", "H", "H", "H", "H", "H", "O", "C", "O", "C", "C", "C", "H", "H", "H", "H", "H", "H", "O", "C", "O", "C", "C", "C", "H", "H", "H", "H", "H", "H"],
  "xyz": [[-1.27046, -2.49271, 3.11512], [-1.31764, -2.45979, 4.75279], [0.13111, -2.62416, 5.49904], [1.43615, -2.21902, 4.59617], [2.23713, -3.58588, 4.07880], [3.12701, -3.34125, 2.72322], [2.87267, -4.45023, 1.52753], [1.25712, -4.49165, 1.25213], [0.84705, -5.06830, -0.08487], [-0.67772, -4.96543, -0.11072], [-1.38788, -6.34642, 0.45657], [-2.11780, -6.06600, 1.91221], [-3.32169, -7.12247, 2.27022], [-4.79126, -6.69870, 1.61610], [-4.91084, -7.06884, 0.01962], [-6.46488, -7.21405, -0.51637], [-7.03271, -5.68015, -0.75104], [1.39771, -4.21628, -1.24797], [2.62538, -4.80237, -2.26725], [0.70559, -2.51307, -1.60462], [2.09995, -1.30000, -2.08606], [1.48377, 0.24179, -1.89190], [1.89112, 1.26352, -3.10862], [0.71712, 2.42099, -3.39057], [0.37712, 2.86888, -1.81706], [1.04808, 4.00410, -1.43527], [0.68815, 4.40926, 0.29125], [1.94250, 5.71189, 0.90696], [3.31839, 5.08177, 1.54624], [1.14385, 2.76306, 1.22604], [1.03247, 2.89445, 2.85735], [1.93554, 4.69682, -2.44599], [1.57473, 3.76488, -3.78719], [-0.66159, -1.57060, 2.67598], [-2.38776, -2.32727, 2.74419], [-0.93525, -3.52708, 2.68276], [-1.92774, -1.51862, 5.14026], [-1.97074, -3.40251, 5.08428], [0.24948, -3.69810, 5.98402], [0.11695, -1.86775, 6.42250], [2.20365, -1.68792, 5.34081], [1.23634, -1.44545, 3.74164], [1.51720, -4.52316, 4.03039], [3.01708, -3.84024, 4.94483], [2.92817, -2.23982, 2.36191], [4.28608, -3.41423, 2.99373], [3.32181, -5.49216, 1.84569], [3.49801, -4.05988, 0.59155], [0.86199, -3.38442, 1.35503], [0.75915, -5.16940, 2.08255], [-1.08131, -4.08008, 0.55086], [-1.09122, -4.78734, -1.19659], [-0.55918, -7.15923, 0.62639], [-2.15487, -6.75979, -0.35733], [-2.58691, -4.97360, 1.95465], [-1.32157, -6.14368, 2.78131], [-3.47337, -7.07181, 3.44899], [-3.07010, -8.24714, 2.03169], [-5.01893, -5.55201, 1.84069], [-5.62599, -7.32919, 2.16869], [-4.42824, -6.19093, -0.61894], [-4.32252, -8.07941, -0.19395], [-7.13684, -7.84930, 0.22381], [-6.51000, -7.75027, -1.56730], [-6.92749, -5.41366, -1.89083], [-8.17684, -5.61480, -0.45734], [-6.38045, -4.93951, -0.12223], [2.36710, -1.37123, -3.24311], [3.03858, -1.48298, -1.40273], [1.93545, 0.70710, -0.89227], [0.30687, 0.08026, -1.79335], [2.83218, 1.88708, -2.72157], [2.24641, 0.73910, -4.09725], [-0.21267, 2.10501, -4.03067], [-0.36282, 2.21435, -1.17637], [1.40041, 6.35406, 1.72506], [2.27418, 6.34476, -0.04679], [4.13635, 5.92607, 1.62410], [3.76254, 4.23859, 0.83984], [3.18417, 4.66560, 2.65314], [0.48727, 1.86810, 0.81196], [2.27580, 2.48358, 0.97056], [0.48522, 1.91335, 3.26132], [0.47261, 3.85485, 3.22383], [2.14500, 2.80664, 3.27989], [3.09289, 4.79293, -2.17967], [1.35332, 5.69666, -2.70898], [2.52281, 3.43719, -4.39805], [0.89613, 4.25554, -4.60727], [1.75732, 7.92008, -1.94895], [2.96091, 8.11108, -2.00428], [3.73805, 8.44149, -0.93140], [5.06921, 8.69541, -1.37788], [5.19069, 7.97620, -2.69579], [3.79163, 8.06530, -3.25087], [5.20268, 9.77741, -1.48091], [5.78372, 8.31877, -0.64016], [5.95049, 8.40732, -3.35305], [5.45053, 6.92485, -2.52213], [3.63670, 8.98753, -3.81770], [3.54434, 7.19116, -3.85761], [-6.04570, 4.13390, -3.00534], [-4.84210, 4.32491, -3.06067], [-4.06496, 4.65531, -1.98779], [-2.73381, 4.90923, -2.43427], [-2.61233, 4.19003, -3.75218], [-4.01138, 4.27913, -4.30726], [-2.60034, 5.99124, -2.53730], [-2.01930, 4.53259, -1.69655], [-1.85252, 4.62115, -4.40944], [-2.35248, 3.13868, -3.57852], [-4.16632, 5.20136, -4.87409], [-4.25868, 3.40499, -4.91400]],
  "lowdin_charge": [-0.16, -0.25, -0.22, -0.22, -0.21, -0.22, -0.17, -0.22, -0.19, -0.23, -0.15, -0.22, -0.22, -0.21, -0.25, -0.26, -0.15, -0.98, 0.63, 0.76, -0.45, -0.26, -0.16, -0.18, -0.04, -0.25, 1.00, -0.38, -0.18, -0.42, -0.17, -0.10, -0.14, 0.07, 0.09, 0.03, 0.11, 0.11, 0.12, 0.11, 0.11, 0.09, 0.11, 0.12, 0.10, 0.12, 0.13, 0.10, 0.11, 0.13, 0.10, 0.12, 0.12, 0.11, 0.10, 0.11, 0.11, 0.12, 0.11, 0.11, 0.11, 0.12, 0.11, 0.11, 0.08, 0.08, 0.06, 0.09, 0.10, 0.11, 0.09, 0.13, 0.13, 0.16, 0.16, 0.10, 0.07, 0.08, 0.08, 0.08, 0.07, 0.08, 0.09, 0.09, 0.09, 0.16, 0.14, 0.13, 0.12, 0.07, -0.47, 0.02, -0.16, -0.16, -0.08, 0.14, 0.13, 0.13, 0.12, 0.14, 0.12, 0.12, -0.45, 0.04, -0.17, -0.18, -0.08, 0.14, 0.09, 0.11, 0.10, 0.14, 0.14],
  "spin_multiplicity": 1,
  "e_tot_ha": -2959.9564,
  "lumo_energy_ev": -4.125,
  "orbital_gap_ev": 6.29,
  "charge": 1
}